C12H17NO | the ωB97M-V functional and the def2-TZVPD basis

Structure (ORCA input):
```
! wB97M-V def2-TZVPD RIJCOSX def2/J DEFGRID3
* xyz 0 1
C 2.99 -1.51 1.10
N 2.78 -0.14 0.70
C 1.98 0.09 -0.56
C 1.95 1.58 -0.90
C 1.16 2.36 0.14
C -0.28 1.90 0.06
C -0.46 0.36 -0.07
C -1.77 -0.11 0.04
O -2.69 0.79 0.44
C -4.05 0.36 0.40
C -2.00 -1.46 -0.18
C -0.95 -2.30 -0.53
C 0.37 -1.85 -0.60
C 0.61 -0.49 -0.38
H 3.60 -1.59 2.00
H 2.07 -2.05 1.35
H 3.42 -2.10 0.25
H 3.69 0.34 0.54
H 2.40 -0.48 -1.45
H 3.00 1.96 -0.97
H 1.51 1.72 -1.90
H 1.55 2.11 1.14
H 1.27 3.47 -0.01
H -0.71 2.29 -0.89
H -0.92 2.25 0.87
H -4.60 1.23 0.79
H -4.38 0.13 -0.64
H -4.23 -0.48 1.09
H -2.99 -1.91 -0.17
H -1.13 -3.40 -0.63
H 1.21 -2.47 -0.85
*
```

Highest occupied orbital energy ... -0.3007 hartree
Relative energy (zero: lowest compared OMol25 entry of this formula, charge and spin) ... 145.2 kJ/mol
Structure (SMILES) ... CN[C@@H]1CCCc2c(OC)cccc21
LUMO energy ... 0.0341 Eh

=====

C12H17NS | the ωB97M-V functional and the def2-TZVPD basis

Structure (ORCA input):
```
! wB97M-V def2-TZVPD RIJCOSX def2/J DEFGRID3
* xyz 0 1
C 1.06 -0.24 2.06
C 1.87 0.81 1.77
C 1.50 0.79 -0.61
C 0.57 -1.12 1.04
C 2.04 1.36 0.54
C -2.74 -0.43 -1.29
C 2.31 -1.95 -1.12
C -3.24 1.48 0.37
C -3.33 0.27 1.16
C -2.43 0.29 -0.04
C 2.71 2.68 0.20
C 2.59 -3.04 -0.42
N -2.07 -0.93 -2.27
S 0.89 -0.82 -0.71
H 1.00 -0.57 3.11
H 2.03 1.39 2.62
H 1.41 1.26 -1.62
H -0.30 -1.74 1.21
H -3.85 -0.60 -1.54
H 2.74 -1.70 -2.05
H -3.94 1.89 -0.38
H -2.76 2.26 0.95
H -2.82 0.16 2.06
H -4.05 -0.49 1.15
H -1.32 0.30 0.13
H 3.61 2.50 -0.31
H 3.23 3.15 1.11
H 2.08 3.43 -0.41
H 1.92 -3.20 0.50
H 3.41 -3.79 -0.72
H -1.01 -0.79 -2.10
*
```

Highest occupied orbital energy (spin up / spin down) ... -0.2663 / -0.2663 hartree
Relative energy (zero: lowest compared OMol25 entry of this formula, charge and spin) ... 689.1 kJ/mol
LUMO energy (spin up / spin down) ... 0.0243 / 0.0244 Eh

=====

C12H17P | the ωB97M-V functional and the def2-TZVPD basis

Structure (ORCA input):
```
! wB97M-V def2-TZVPD RIJCOSX def2/J DEFGRID3
* xyz 0 1
C -1.77 2.09 -3.92
C -1.31 0.78 -3.69
C -1.91 2.91 -2.80
C -0.92 0.33 -2.48
C -1.56 2.51 -1.49
C -1.00 1.23 -1.35
C 1.23 -0.14 -0.02
C -1.01 -0.62 1.97
C 1.61 -0.89 1.27
C 0.43 -1.29 2.12
C 2.45 -2.05 0.86
C 0.83 -1.41 3.59
P -0.17 0.72 0.17
H -2.05 2.20 -4.96
H -1.12 0.33 -4.67
H -2.43 3.82 -3.02
H -0.54 -0.59 -2.29
H -1.84 3.20 -0.68
H 1.56 -0.58 -0.91
H -1.73 -1.21 1.34
H -1.54 0.12 2.59
H 2.13 -0.13 1.78
H 0.18 -2.27 1.61
H 1.80 -2.60 0.26
H 2.81 -2.58 1.68
H 3.29 -1.72 0.24
H 1.28 -0.52 3.95
H 1.63 -2.20 3.82
H -0.08 -1.52 4.20
H -0.22 2.07 0.84
*
```

Highest occupied orbital energy (spin up / spin down) ... -0.2537 / -0.2537 hartree
Relative energy (zero: lowest compared OMol25 entry of this formula, charge and spin) ... 453.2 kJ/mol
LUMO energy (spin up / spin down) ... 0.0115 / 0.0115 Eh